61
Properties=species:S:1:pos:R:3:forces:R:3:mulliken_charge:R:1 method="wB97M-V/def2-TZVPD" spin_multiplicity=1 homo_lumo_gap_ev=10.06 charge=-1 mol_weight_g_mol=407.86 max_force_ev_per_a=3.85
Cl 0.062657 -0.308248 -0.811614 -0.14 0.33 0.39 -0.73
C -3.999112 1.774216 2.593619 0.06 -1.20 -1.07 -0.55
C -2.601391 1.234067 2.335812 1.59 0.79 0.45 0.28
O -2.668909 0.110826 1.472390 -1.36 -0.17 0.93 -0.50
O -4.645804 1.869703 1.311684 -0.16 -0.33 0.40 -0.54
H -3.977121 2.784726 2.968091 0.17 0.21 0.45 0.33
H -4.507661 1.089342 3.303312 -0.21 0.39 -0.44 0.32
H -2.016625 1.048636 3.289298 -0.82 -0.20 -0.79 0.32
H -2.030375 2.014575 1.824554 0.00 0.11 0.01 -0.15
H -1.869664 -0.020825 0.977707 0.90 0.10 -0.44 0.32
H -4.259800 1.168230 0.750592 -0.21 0.17 0.50 0.34
C 1.081007 1.826010 2.721626 -0.07 -1.69 1.97 -0.21
C 1.211016 2.742872 1.627478 2.81 0.89 -2.48 -0.50
O 0.141372 2.756164 0.741080 -1.00 0.16 -0.46 -0.27
O 1.228904 0.473353 2.333275 -0.11 -0.80 0.32 -0.48
H 0.137573 2.032906 3.240459 -0.19 -0.35 0.02 0.04
H 1.879055 1.890699 3.471781 -0.08 0.73 -0.14 0.40
H 2.201620 2.494895 1.109863 -1.11 0.12 0.22 0.21
H 1.375476 3.766137 1.930627 -0.27 0.40 0.48 0.42
H 0.065699 1.986878 0.145258 0.39 0.15 0.25 0.07
H 0.925723 0.240285 1.447921 -0.34 0.47 -0.29 0.24
C -0.162634 -3.159402 -3.296796 -1.26 -0.65 -0.86 -0.14
C 1.308536 -3.082582 -2.971366 -0.43 1.16 -0.14 -0.23
O 1.729006 -1.715353 -3.100123 -0.65 0.62 -0.04 -0.53
O -0.514028 -2.705429 -4.622280 1.47 0.72 -0.36 -0.58
H -0.888250 -2.631571 -2.677307 0.60 -0.22 0.80 0.09
H -0.422190 -4.207292 -3.388044 -0.24 -0.41 0.73 0.36
H 1.791937 -3.702570 -3.725666 0.50 0.18 0.05 0.35
H 1.572533 -3.370435 -1.958707 -0.38 -0.65 0.07 0.14
H 1.013130 -1.192816 -2.632940 1.13 -0.42 -0.26 0.15
H 0.145948 -2.017353 -4.839699 -0.51 -0.28 0.04 0.34
C 4.047116 -0.984680 -0.232987 0.74 0.73 0.32 0.89
C 5.354036 -1.522260 0.312421 0.17 -0.92 0.13 -0.79
O 6.468916 -0.607200 0.301396 -0.88 -0.16 -1.20 -0.56
O 4.306761 -0.689508 -1.576126 -0.93 0.08 -1.37 -0.61
H 3.825420 -0.071095 0.349659 -0.06 -0.06 -0.28 -0.02
H 3.190806 -1.649993 -0.078006 0.34 -0.29 -0.13 -0.17
H 5.677822 -2.456211 -0.216157 -0.50 0.59 0.34 0.33
H 5.120573 -1.751926 1.335226 0.42 -0.28 0.75 0.34
H 6.582121 -0.427216 -0.658105 0.03 0.11 0.87 0.34
H 3.515248 -0.866036 -2.131902 0.46 0.10 0.45 0.33
C -1.437792 -3.226009 0.953181 -2.10 0.97 -0.64 -0.37
C -0.135007 -3.938399 0.801442 -0.04 -0.50 -1.11 -0.29
O 1.016350 -3.243555 0.331410 0.06 1.37 0.33 -0.42
O -1.986614 -2.692599 -0.251901 1.45 1.08 -0.25 -0.47
H -1.450336 -2.445742 1.739703 0.51 -0.11 -0.23 0.20
H -2.255754 -3.908559 1.274285 0.91 -0.18 0.07 0.35
H -0.262506 -4.748102 -0.005073 0.11 0.67 1.70 0.22
H 0.000982 -4.235612 1.835513 0.65 -1.10 0.13 0.26
H 1.046579 -2.268963 0.542116 -0.60 -1.37 -0.22 0.20
H -1.343104 -1.970274 -0.533261 -1.01 -0.90 0.21 0.05
C -2.662490 4.780770 -1.067378 -0.22 -0.25 1.26 -0.55
C -2.842476 3.262279 -1.071650 -0.42 0.97 -0.31 -0.45
O -1.595199 2.724444 -1.473501 -0.15 0.87 0.07 -0.44
O -1.903188 5.205343 0.111227 0.02 -1.19 -1.37 -0.57
H -3.624159 5.286002 -0.982753 -0.08 -0.05 -0.08 0.37
H -2.203041 5.045695 -2.013994 0.40 0.34 -0.06 0.27
H -3.642652 2.994170 -1.797212 0.31 0.08 0.37 0.42
H -3.146430 2.966011 -0.060309 0.08 -0.17 -0.25 0.31
H -1.694980 1.790007 -1.525568 0.22 -1.39 -0.07 0.20
H -1.274632 4.458577 0.216420 0.02 0.61 0.26 0.35



11
Properties=species:S:1:pos:R:3:forces:R:3:mulliken_charge:R:1 method="wB97M-V/def2-TZVPD" spin_multiplicity=1 homo_lumo_gap_ev=10.43 smiles="ONC1=NOCO1" charge=0 mol_weight_g_mol=104.06 max_force_ev_per_a=4.94
O -2.345624 0.132212 0.389730 -0.37 4.40 -2.23 -0.42
N -1.536732 -0.643962 -0.494812 1.93 -0.40 -0.05 -0.24
C -0.071818 -0.477777 -0.361839 -2.51 1.51 0.38 0.53
N 0.785714 -1.334564 0.070449 -1.22 -0.12 -0.89 -0.40
O 2.023709 -0.635366 -0.059732 -0.82 -0.43 0.81 -0.20
C 1.580713 0.632293 0.227913 0.11 1.58 0.18 -0.10
O 0.390888 0.821803 -0.637357 0.41 -2.61 1.58 -0.34
H -2.628489 1.063616 -0.174763 1.32 -4.10 2.19 0.36
H -1.771299 -1.561378 -0.141439 0.25 -0.42 -0.41 0.31
H 2.407516 1.227728 -0.154232 -0.37 0.87 0.60 0.27
H 1.165425 0.775391 1.336086 1.27 -0.28 -2.15 0.23



30
Properties=species:S:1:pos:R:3:forces:R:3:mulliken_charge:R:1 method="wB97M-V/def2-TZVPD" spin_multiplicity=1 homo_lumo_gap_ev=9.67 smiles=CCPC1CCCCC1.C#C charge=0 mol_weight_g_mol=170.24 max_force_ev_per_a=6.82
C -3.260943 0.314551 0.721010 -1.94 -3.43 1.35 -0.91
C -2.635238 1.180999 -0.314898 1.92 -2.03 0.88 -0.71
P -1.271562 0.233476 -1.228277 -0.67 1.39 -0.53 -0.13
C 0.207878 0.176893 -0.115923 -0.74 2.14 0.49 0.46
C 1.179372 -0.729397 -0.790219 3.44 1.53 -0.62 -0.90
C 2.549088 -0.844225 0.089982 0.01 0.95 -6.75 -1.00
C 3.098468 0.542215 0.150493 -0.53 1.91 -1.46 -0.58
C 2.146229 1.517086 0.889029 -1.36 2.31 -4.46 -0.94
C 0.709683 1.672201 0.113201 1.79 -3.02 2.40 -1.12
H -4.123418 -0.227632 0.180024 1.05 0.58 1.10 0.27
H -2.595657 -0.579543 1.083249 -0.88 1.69 -0.66 0.21
H -3.709940 0.720802 1.698599 0.76 0.02 -1.67 0.28
H -2.143981 1.972231 0.127655 0.96 2.01 0.91 0.34
H -3.310219 1.548585 -1.008758 -1.33 0.64 -1.42 0.58
H -0.806510 1.522779 -1.747196 -0.34 -1.11 -0.44 0.06
H 0.026512 -0.139556 0.912296 -0.42 -0.58 -0.09 0.36
H 1.384664 -0.445397 -1.890828 -0.02 0.14 1.67 0.38
H 0.876202 -1.702664 -0.904242 -1.41 -2.41 0.03 0.31
H 3.227969 -1.548408 -0.500526 -0.69 0.89 0.92 0.33
H 2.240151 -1.309957 0.911940 -0.80 -1.53 3.94 0.49
H 3.956715 0.671703 0.698306 2.45 -0.47 1.50 0.39
H 3.482328 0.922355 -0.891791 -1.34 -0.68 1.57 0.25
H 1.992831 1.154188 1.837603 -0.43 -0.68 2.40 0.44
H 2.519874 2.579096 0.905464 0.17 -1.17 0.31 0.38
H -0.008209 2.143197 0.818688 0.42 0.16 -0.91 0.25
H 0.868416 2.127756 -0.837794 -0.04 0.76 -0.43 0.52
C -1.745536 -3.654265 -1.153676 -0.91 -2.11 1.15 -0.05
C -2.200608 -4.683417 -0.717465 1.20 1.92 -0.86 -0.15
H -1.202659 -2.782998 -1.220897 0.41 1.64 -0.76 -0.14
H -2.163291 -5.598458 -0.241909 -0.73 -1.47 0.46 0.36



12
Properties=species:S:1:pos:R:3:forces:R:3:mulliken_charge:R:1 method="wB97M-V/def2-TZVPD" spin_multiplicity=1 homo_lumo_gap_ev=11.55 smiles=C1O[C@H]1[C@H]1CO1 charge=0 mol_weight_g_mol=86.09 max_force_ev_per_a=0.32
C -1.558431 0.174444 0.679222 -0.09 -0.26 0.17 -0.42
O -1.383124 1.441083 0.063773 -0.04 0.22 -0.01 -0.44
C -0.738922 0.323772 -0.525393 0.11 -0.08 -0.11 -0.01
C 0.763230 0.350475 -0.471264 -0.12 0.14 0.06 -0.01
C 1.538216 -0.730160 0.142116 0.08 -0.07 0.30 -0.42
O 1.413672 -0.624329 -1.267939 0.05 -0.10 -0.21 -0.44
H -1.066961 0.053384 1.644497 -0.05 0.03 -0.15 0.24
H -2.560211 -0.247296 0.604873 0.14 0.08 -0.01 0.26
H -1.150180 0.007721 -1.485383 0.06 0.05 0.13 0.38
H 1.199139 1.349053 -0.518995 -0.07 -0.12 0.00 0.38
H 1.011624 -1.570697 0.594383 0.06 0.14 -0.09 0.24
H 2.531948 -0.527449 0.540110 -0.15 -0.02 -0.08 0.26